Below is C5H12F4HgN2O15S4 as an isolated structure in a non-equilibrium geometry, with properties calculated with ωB97M-V/def2-TZVPD.

Cartesian coordinates (Å):
Hg1 -27.948240 -13.284070 -7.912660
N1 -24.971060 -10.296980 -6.706550
S1 -23.447860 -10.410290 -6.659380
O1 -22.740670 -10.340420 -5.349780
O2 -22.721970 -10.175970 -7.876850
F1 -23.627850 -12.021310 -6.754020
S2 -25.014540 -8.714320 -6.073980
O3 -24.095620 -7.739190 -6.583460
O4 -25.571830 -8.638290 -4.719880
F2 -26.322410 -8.269090 -6.896230
N2 -30.429350 -9.969820 -1.001670
S3 -30.884410 -8.695270 -0.304400
O5 -32.203490 -8.424340 0.138530
O6 -29.862600 -7.588670 -0.422600
F3 -30.279030 -9.215370 1.094690
S4 -31.328090 -9.695650 -2.493060
O7 -30.697510 -10.547080 -3.525260
O8 -31.935610 -8.427010 -2.842600
F4 -32.550690 -10.637530 -2.052420
C1 -27.785690 -16.752510 -4.273290
O9 -27.382050 -15.689830 -3.811130
O10 -27.501700 -17.764200 -3.651190
O11 -28.428050 -16.715130 -5.335850
C2 -31.749010 -12.753370 -11.425130
C3 -30.909870 -11.445780 -11.613330
O12 -29.549880 -11.810960 -11.382800
O13 -31.464840 -13.298890 -10.135470
H1 -31.521400 -13.410100 -12.264780
H2 -32.830550 -12.618080 -11.417880
H3 -31.088610 -10.488290 -11.124080
H4 -31.008470 -11.163220 -12.661440
H5 -29.089060 -12.202560 -12.128390
H6 -31.744740 -14.179700 -9.875800
C4 -25.356670 -15.564540 -14.537060
C5 -24.964370 -15.269790 -13.076450
O14 -25.933970 -15.553330 -12.118840
O15 -26.140310 -14.556450 -14.983910
H7 -25.873650 -16.514370 -14.673590
H8 -24.380760 -15.684210 -15.007570
H9 -24.554250 -14.267780 -12.950410
H10 -24.062130 -15.793600 -12.760690
H11 -26.165610 -16.480340 -12.026110
H12 -26.257380 -14.565250 -15.936700

Atomic forces in eV per Å
Hg 0.0 0.0 0.0
N -1.1 5.1 1.7
S 4.5 -5.8 1.1
O -1.4 1.2 -2.6
O 0.0 1.0 0.5
F 0.8 -0.8 -0.2
S -5.6 0.8 1.0
O 0.9 -0.8 0.6
O 2.1 -0.4 -2.0
F -0.1 -0.3 -0.2
N -2.6 -0.1 -5.4
S 6.2 4.9 6.0
O -1.5 0.3 -1.2
O -3.5 -1.5 -1.2
F 0.0 -0.8 1.2
S 1.7 -4.5 -1.7
O -1.1 2.4 1.9
O 1.1 -1.2 0.8
F -0.4 0.5 -0.2
C -0.5 0.0 -1.1
O 0.4 1.4 0.5
O 0.2 -1.3 0.6
O 0.0 0.0 0.0
C -0.7 0.4 1.4
C 0.9 -1.5 -1.3
O 0.2 0.7 0.7
O 0.9 0.8 0.2
H 0.4 -0.2 0.1
H -0.2 0.6 -0.5
H -0.4 -0.7 0.9
H -0.3 -0.1 -0.4
H -0.4 0.0 -0.2
H -0.3 0.0 -0.9
C 1.6 -1.2 1.7
C 0.8 -1.3 0.1
O -1.2 1.0 0.7
O -1.2 2.1 -1.0
H 0.0 -0.4 0.5
H 0.1 0.3 -0.7
H -1.0 0.5 -0.2
H 0.3 -0.8 -0.6
H 0.4 0.0 -0.4
H 0.1 -0.2 0.0

HOMO-LUMO gap = 2.7120 eV
energy above the lowest of the compared OMol25 structures with the same formula, charge and spin = 169.1 kJ/mol
charge = -2

=====

Below is one molecule with the formula C2H6N4O2S in a non-equilibrium geometry, with properties calculated with ωB97M-V/def2-TZVPD.

Cartesian coordinates (Å):
N1 2.270958 0.511937 0.087799
C1 1.023632 0.438546 0.778175
N2 0.785924 1.445074 1.709035
N3 0.420496 -0.686663 0.601234
S1 -1.122752 -1.003172 0.952610
C2 -1.650165 -1.569808 -0.702633
N4 -1.738249 -0.305762 -1.524425
O1 -0.718070 0.321825 -1.726140
O2 -2.871219 0.074451 -1.799820
H1 2.371147 0.045119 -0.741834
H2 2.870977 1.416373 0.044192
H3 0.319891 1.270581 2.570737
H4 1.396803 2.303052 1.603169
H5 -0.809045 -2.256558 -1.213150
H6 -2.550327 -2.004997 -0.638949

Atomic forces in eV per Å
N 0.5 4.2 2.7
C 2.0 -0.5 0.1
N 1.6 1.1 -2.1
N 1.4 0.8 -0.3
S -1.6 -0.6 0.2
C 5.8 0.8 -0.9
N -1.0 0.3 0.3
O -0.3 -0.3 -0.4
O 0.7 -0.2 -0.1
H -0.4 -1.6 -2.2
H -1.9 -2.1 0.6
H -0.3 -0.1 0.2
H -1.4 -1.7 0.6
H -1.9 1.6 1.3
H -3.3 -1.5 0.0

SMILES = NC(N)=NSC[N+](=O)[O-]
HOMO-LUMO gap = 8.5506 eV
energy above the lowest of the compared OMol25 structures with the same formula, charge and spin = 117.4 kJ/mol
charge = 0

=====

Below is C14H20AlF5NO4 as an isolated structure in a non-equilibrium geometry, with properties calculated with ωB97M-V/def2-TZVPD.

Cartesian coordinates (Å):
C1 -3.913679 2.678859 -2.925674
C2 -2.738146 2.150025 -3.751120
C3 -1.734181 1.353132 -2.960665
F1 -0.941458 0.681142 -3.865099
C4 -0.844417 2.200893 -2.046056
O1 0.097408 2.829148 -2.949588
C5 1.328269 2.308205 -2.682294
O2 2.232418 2.131971 -3.454283
O3 1.306774 2.023562 -1.346024
C6 0.028743 1.378744 -1.046953
O4 0.186614 0.061001 -1.429856
C7 -0.126249 1.650836 0.451941
C8 -0.763250 0.476435 1.227523
C9 0.261768 -0.120407 2.200476
C10 -0.316562 -1.339304 2.932649
N1 0.013121 -2.563448 2.206172
C11 1.251966 -3.043075 2.048276
C12 1.133247 -4.169453 1.282760
C13 -0.228292 -4.345944 1.030666
C14 -0.926855 -3.338210 1.609506
H1 -4.520875 3.294272 -3.587739
H2 -4.564787 1.858452 -2.631470
H3 -3.622535 3.276220 -2.065296
H4 -2.276264 2.941415 -4.336569
H5 -3.157100 1.464596 -4.488797
H6 -2.214729 0.588457 -2.344973
H7 -1.317746 3.062280 -1.583271
H8 1.130644 -0.127168 -1.476837
H9 -0.798002 2.501679 0.559794
H10 0.856359 1.897606 0.837049
H11 -1.586038 0.850998 1.837773
H12 -1.113814 -0.305775 0.558347
H13 1.117292 -0.408269 1.592796
H14 0.627717 0.622532 2.909098
H15 -1.402039 -1.267828 2.961167
H16 0.015197 -1.386937 3.968608
H17 2.107875 -2.527167 2.460652
H18 1.980596 -4.751252 0.972075
H19 -0.634894 -5.155753 0.446052
H20 -1.981779 -3.162403 1.625434
F2 4.045330 -2.439843 2.675640
Al1 5.218475 -1.251093 3.052189
F3 6.653348 -1.582628 2.204263
F4 5.518678 -1.271131 4.726511
F5 4.611852 0.274626 2.595146

Atomic forces in eV per Å
C 0.0 0.0 -0.6
C -0.7 -0.1 0.0
C -0.3 0.1 0.5
F 0.3 -0.1 -0.1
C 0.3 -0.1 -0.8
O 0.6 -0.5 -0.5
C 0.2 0.0 -0.3
O -1.2 0.7 1.2
O 0.9 -0.6 -0.4
C 1.9 1.7 -0.3
O -0.8 -0.3 0.1
C -1.5 -0.8 -0.3
C 0.7 0.5 0.7
C -0.3 -0.2 -0.3
C 0.4 0.0 -0.4
N -1.6 1.9 1.6
C 0.5 0.1 -0.1
C 1.0 0.0 0.2
C -0.4 -1.6 -1.2
C 0.3 -0.3 -0.2
H -0.1 0.2 0.1
H 0.1 -0.1 0.4
H 0.0 0.0 0.1
H 0.3 0.1 0.2
H 0.0 -0.1 -0.1
H -0.2 0.0 0.0
H -0.6 -0.4 0.3
H 0.1 -0.1 0.1
H 0.3 0.3 0.0
H 0.1 0.0 0.1
H -0.3 -0.1 -0.2
H -0.1 0.0 0.0
H 0.3 -0.2 0.3
H -0.1 0.2 0.0
H -0.1 0.0 0.0
H 0.2 -0.1 0.0
H 0.0 -0.2 -0.1
H -0.1 -0.3 -0.1
H -0.2 0.0 0.0
H -0.2 0.3 0.2
F 0.3 0.3 0.1
Al 0.1 0.0 0.0
F -0.3 0.0 0.1
F -0.1 0.0 -0.3
F 0.0 -0.3 0.1

HOMO-LUMO gap = 7.8293 eV
charge = -1

=====

Below is an isolated ion of composition C2H7N4O and charge +1 in a non-equilibrium geometry, with properties calculated with ωB97M-V/def2-TZVPD.

Cartesian coordinates (Å):
C1 0.348284 0.884509 -0.110593
C2 -1.165283 0.424436 0.301457
N1 1.130164 -0.355464 -0.107222
N2 -1.076997 -1.007851 0.319735
N3 1.003850 2.049477 0.075838
N4 0.147918 -1.383043 -0.345098
O1 -2.300053 0.963439 -0.210550
H1 1.574426 -0.251316 0.884365
H2 -1.816805 -1.557980 0.127323
H3 1.935294 1.926899 -0.252275
H4 0.666363 2.982345 -0.196604
H5 -0.068750 -1.345641 -1.394232
H6 0.460114 -2.354491 0.030877
H7 -3.093791 0.989628 0.379507

Atomic forces in eV per Å
C -3.9 -2.0 -1.5
C 0.9 -0.2 0.7
N 0.3 2.1 1.4
N 3.2 3.8 2.0
N 0.2 0.5 0.4
N 0.7 -1.1 -0.3
O 0.0 0.4 -0.3
H -1.0 -2.0 -1.5
H -3.1 -2.2 -1.1
H 1.0 0.3 -0.1
H -0.4 -1.0 0.2
H 1.1 -0.5 1.4
H -0.3 2.0 -1.1
H 1.3 -0.2 -0.3

expectation value of S² = 2.0058
HOMO-LUMO gap (alpha / beta) = 6.6573 / 10.5965 eV
energy above the lowest of the compared OMol25 structures with the same formula, charge and spin = 227.8 kJ/mol
charge = +1
multiplicity = 3